(1)
A cluster of 4 separate species, C3H17N2O3 in total, computed with ωB97M-V with the def2-TZVPD basis set.

Results
- Net charge: +1
- Largest force on an atom: 0.0811 hartree/bohr
- Lowest unoccupied orbital energy: -2.9148 eV
- HOMO-LUMO gap: 10.35 eV
- E_tot: -459.4645 Eh
- ΔE to the lowest compared entry with this formula, charge and spin: 211.9 kJ/mol
- Highest occupied orbital energy: -13.3 eV

Each line ends with the natural charge from an NBO analysis.
Positions of all 25 atoms, in Å:
C  1.0791  0.7465  -1.2410  -0.234
N  1.9243  1.9218  -0.9465  -0.887
C  1.1032  -0.0260  0.1157  -0.238
N  0.3456  0.6876  1.2236  -0.520
C  0.9393  0.2693  2.4738  -0.458
H  0.0067  1.0742  -1.2895  0.206
H  1.4822  0.0165  -1.9542  0.225
H  1.5593  2.8144  -1.2585  0.388
H  2.8824  1.7932  -1.2415  0.387
H  0.8415  -1.0903  0.0914  0.255
H  2.1700  0.0168  0.3954  0.215
H  -0.6474  0.4686  1.0359  0.460
H  0.3491  1.6943  1.0574  0.443
H  1.9243  0.7598  2.5313  0.243
H  0.5325  0.7589  3.3876  0.242
H  0.8896  -0.7597  2.7983  0.256
H  -1.9043  -1.5467  -2.2217  0.457
H  -2.4571  -0.3136  -1.8481  0.462
O  -2.2640  -0.7709  -2.6831  -0.924
H  -0.9749  -3.5673  0.2309  0.488
H  -0.1168  -3.3204  -0.9777  0.485
O  -0.4114  -2.8798  -0.1551  -0.966
H  -3.2320  -0.3183  0.3794  0.494
H  -3.3364  1.1188  -0.0728  0.499
O  -2.6847  0.4522  0.1690  -0.979

---

(2)
A structure of composition C3H17N2O7, computed with ωB97M-V with the def2-TZVPD basis set.

Results
- Net charge: -1
- Largest force on an atom: 0.0660 hartree/bohr
- Lowest unoccupied orbital energy: 3.3385 eV
- HOMO-LUMO gap: 9.05 eV
- E_tot: -760.7636 Eh
- ΔE to the lowest compared entry with this formula, charge and spin: 182.7 kJ/mol
- Highest occupied orbital energy: -5.7 eV

Each line ends with the natural charge from an NBO analysis.
Positions of all 29 atoms, in Å:
O  -0.2304  -1.0151  -3.3323  -0.641
C  -0.2943  -0.3191  -2.3378  0.679
N  -0.5704  1.0150  -2.3763  -0.835
C  -0.0909  -0.8734  -0.8981  -0.344
N  -1.2167  -0.3264  -0.0648  -0.693
C  -1.1141  -0.9486  1.3073  0.105
O  -0.2957  -0.2106  2.1181  -0.854
H  -0.6034  1.5668  -1.5394  0.395
H  -1.1420  1.3206  -3.1453  0.406
H  0.8269  -0.3098  -0.5574  0.223
H  0.0282  -1.9513  -0.8949  0.228
H  -0.9648  0.6227  0.2205  0.369
H  -0.9025  -2.0130  1.3880  0.143
H  -2.1760  -0.8251  1.7106  0.128
H  2.2220  -3.4478  1.5879  0.455
H  2.6727  -1.9555  1.2121  0.520
O  2.8111  -2.9184  1.0504  -1.005
H  -2.7922  0.4492  -1.3919  0.496
H  -2.8933  -0.3744  -2.6892  0.470
O  -3.1993  0.4333  -2.2706  -0.977
H  2.2379  -0.1205  2.4515  0.450
H  0.7924  -0.2763  1.6968  0.484
O  2.0728  -0.2783  1.5096  -1.149
H  0.1327  1.7828  3.1290  0.498
H  -0.5846  2.9903  2.4209  0.470
O  -0.0797  2.7163  3.1883  -0.970
H  1.9701  2.0150  -0.3359  0.450
H  1.7650  1.2831  0.9662  0.507
O  1.5400  2.1498  0.5144  -1.006

---

(3)
A cluster of 5 separate species, C3H17NO6 in total, computed with ωB97M-V with the def2-TZVPD basis set.

Results
- Largest force on an atom: 0.1435 hartree/bohr
- Lowest unoccupied orbital energy: 0.0778 eV
- HOMO-LUMO gap: 9.04 eV
- E_tot: -630.5857 Eh
- SMILES: NC(CO)CO.O.O.O.O
- ΔE to the lowest compared entry with this formula, charge and spin: 268.8 kJ/mol
- Highest occupied orbital energy: -9.0 eV

Each line ends with the natural charge from an NBO analysis.
Positions of all 27 atoms, in Å:
C  -0.4246  0.3241  -2.5334  -0.107
O  0.0278  -0.7177  -3.4113  -0.765
C  -0.2630  -0.0806  -1.0631  -0.104
C  -1.3375  0.9296  -0.3184  -0.031
O  -0.8925  1.2775  0.8924  -0.763
N  -0.6031  -1.4340  -0.6650  -0.886
H  0.2888  1.1995  -2.7098  0.198
H  -1.3992  0.4843  -3.0405  0.192
H  0.3023  -1.5986  -3.0119  0.471
H  0.8245  0.0293  -0.5964  0.222
H  -2.2771  0.3474  -0.3265  0.159
H  -1.4111  1.9221  -0.9279  0.159
H  -0.7175  0.5209  1.5751  0.502
H  -1.4816  -1.7920  -1.1227  0.369
H  0.0983  -2.1181  -0.6286  0.365
H  -1.2903  -0.3324  3.5354  0.475
H  -1.0087  -1.5879  2.8446  0.464
O  -1.6247  -0.8773  2.7534  -0.922
H  1.5004  1.3586  1.6649  0.489
H  2.3056  0.2283  2.3983  0.471
O  2.1748  1.2122  2.3532  -0.960
H  1.7640  -3.3343  1.2508  0.456
H  0.7257  -2.4204  1.2142  0.460
O  1.7486  -2.4409  1.2862  -0.919
H  1.6116  3.3201  -0.6836  0.464
H  0.2799  2.9293  -0.2827  0.462
O  1.0785  2.6509  -0.4468  -0.921

---

(4)
A cluster of 6 separate species, C3H17NO7 in total, computed with ωB97M-V with the def2-TZVPD basis set.

Results
- Largest force on an atom: 0.0504 hartree/bohr
- Lowest unoccupied orbital energy: 0.1597 eV
- HOMO-LUMO gap: 9.54 eV
- E_tot: -705.9166 Eh
- SMILES: O=CCNCO.O.O.O.O.O
- ΔE to the lowest compared entry with this formula, charge and spin: 245.7 kJ/mol
- Highest occupied orbital energy: -9.4 eV

Each line ends with the natural charge from an NBO analysis.
Positions of all 28 atoms, in Å:
O  0.4501  -2.4034  -0.1084  -0.573
C  0.3579  -2.0322  1.0399  0.460
C  0.2626  -0.4954  1.3178  -0.345
N  -0.5308  0.0937  0.2903  -0.684
C  -0.9319  1.4755  0.2665  0.088
O  0.1471  2.3453  -0.1141  -0.788
H  0.2895  -2.6502  1.9420  0.135
H  1.3072  -0.1773  1.4625  0.228
H  -0.1908  -0.3567  2.3097  0.212
H  -0.1554  -0.1726  -0.6080  0.389
H  -1.6644  1.5844  -0.5329  0.170
H  -1.2116  1.7623  1.2814  0.179
H  0.3143  2.1665  -1.0674  0.512
H  -0.2982  0.8615  -2.8574  0.501
H  1.1684  1.0338  -2.8139  0.495
O  0.3720  1.5294  -2.6481  -0.965
H  1.3120  2.0666  1.2131  0.494
H  2.1426  2.7987  2.2941  0.468
O  2.1200  2.0083  1.7654  -0.988
H  1.8302  -1.2338  -0.8726  0.490
H  2.7216  0.0504  -0.8929  0.485
O  2.0091  -0.4059  -1.3475  -0.978
H  -3.4580  -1.3552  2.2420  0.469
H  -2.0806  -1.8820  2.0818  0.458
O  -2.7788  -1.8216  2.7424  -0.925
H  -2.1779  -0.6899  -2.2598  0.477
H  -0.8976  -1.4404  -2.0054  0.488
O  -1.3214  -0.8682  -2.6598  -0.951